# 1
3 unconnected molecules or ions with the total composition C4H14NO2S at a distorted geometry. Source: the OMol25 dataset; level of theory: ωB97M-V/def2-TZVPD.

- ΔE to the lowest compared entry with this formula, charge and spin: 157.0 kJ/mol
- Expectation value of S²: 0.751
- DFT total energy: -764.0561 Ha

Geometry as ORCA input:
```
! RIJCOSX wB97M-V def2-TZVPD def2/J DEFGRID3
* xyz -2 2
C 0.96 0.70 -2.71
N -0.20 0.73 -1.76
C -0.47 -0.37 -0.98
C 0.88 -0.66 0.02
S 0.50 -1.00 1.82
C -0.61 -1.60 -1.95
H 1.22 1.72 -2.98
H 1.90 0.17 -2.32
H 0.57 0.18 -3.70
H 0.03 1.64 -1.22
H -1.35 -0.33 -0.30
H 1.44 -1.54 -0.21
H 1.48 0.28 -0.24
H -1.55 -1.80 -2.48
H -0.44 -2.51 -1.34
H 0.08 -1.54 -2.74
H 0.96 1.73 2.11
H -0.16 1.93 1.27
O 0.67 2.43 1.43
H -1.25 -0.24 2.35
H -2.32 -0.01 1.21
O -2.14 0.43 2.01
*
```

# 2
4 unconnected molecules or ions with the total composition C4H14NO3 at a distorted geometry. Source: the OMol25 dataset; level of theory: ωB97M-V/def2-TZVPD.

- ΔE to the lowest compared entry with this formula, charge and spin: 327.1 kJ/mol
- DFT total energy: -440.9338 Ha

Geometry as ORCA input:
```
! RIJCOSX wB97M-V def2-TZVPD def2/J DEFGRID3
* xyz 1 1
C 0.85 1.36 1.26
C 0.01 0.89 0.10
C -0.89 1.48 -0.70
C -0.51 -1.39 -0.73
N 0.30 -0.50 -0.21
H 0.73 0.91 2.14
H 1.87 1.38 1.08
H 0.65 2.35 1.37
H -1.54 1.12 -1.40
H -1.06 2.53 -0.73
H -0.28 -2.48 -0.81
H -1.43 -1.27 -1.19
H 1.28 -0.90 0.07
H -3.15 1.81 2.74
H -4.15 0.47 2.43
O -3.23 0.94 2.15
H 0.50 0.49 -2.73
H 0.81 -0.77 -3.50
O 0.67 -0.42 -2.60
H 2.93 -2.62 1.23
H 2.75 -2.35 -0.29
O 2.72 -1.92 0.65
*
```

What did the first record say?
3 unconnected molecules or ions with the total composition C4H14NO2S at a distorted geometry. Source: the OMol25 dataset; level of theory: ωB97M-V/def2-TZVPD.

- ΔE to the lowest compared entry with this formula, charge and spin: 157.0 kJ/mol
- Expectation value of S²: 0.751
- DFT total energy: -764.0561 Ha

Geometry as ORCA input:
```
! RIJCOSX wB97M-V def2-TZVPD def2/J DEFGRID3
* xyz -2 2
C 0.96 0.70 -2.71
N -0.20 0.73 -1.76
C -0.47 -0.37 -0.98
C 0.88 -0.66 0.02
S 0.50 -1.00 1.82
C -0.61 -1.60 -1.95
H 1.22 1.72 -2.98
H 1.90 0.17 -2.32
H 0.57 0.18 -3.70
H 0.03 1.64 -1.22
H -1.35 -0.33 -0.30
H 1.44 -1.54 -0.21
H 1.48 0.28 -0.24
H -1.55 -1.80 -2.48
H -0.44 -2.51 -1.34
H 0.08 -1.54 -2.74
H 0.96 1.73 2.11
H -0.16 1.93 1.27
O 0.67 2.43 1.43
H -1.25 -0.24 2.35
H -2.32 -0.01 1.21
O -2.14 0.43 2.01
*
```